Entry 1:
The following is a DFT calculation (ωB97M-V with the def2-TZVPD basis set) of a structure of composition C11H10MoN4O4Te4.

**HOMO-LUMO gap (spin up / spin down)**: 0.1823 / 0.1821 Ha
**HOMO energy (spin up / spin down)**: -13.2 / -13.2 eV
**F_max**: 0.0442 Eh/bohr
**LUMO (spin up / spin down)**: -8.3 / -8.3 eV
**Molar mass**: 868.57 g mol⁻¹

Geometry as ORCA input:
```
! wB97M-V def2-TZVPD RIJCOSX def2/J DEFGRID3
* xyz 2 1
Mo 0.08 -1.60 -0.29
O 2.81 0.27 -2.89
C 2.07 -0.14 -1.89
O 1.17 -0.99 -2.01
C 2.31 0.43 -0.55
C 3.24 1.39 -0.19
C 3.30 1.80 1.14
C 2.42 1.23 2.05
C 1.52 0.27 1.61
N 1.47 -0.13 0.33
C 0.48 -0.46 2.39
O 0.26 -0.34 3.67
O -0.23 -1.25 1.75
H 2.57 -0.20 -3.71
H 3.90 1.81 -0.94
H 4.01 2.55 1.45
H 2.44 1.55 3.08
H 0.89 0.24 4.12
Te -1.86 -3.20 -1.01
Te -1.34 -5.80 -0.73
Te 1.29 -5.86 -0.42
Te 1.96 -3.42 0.20
N -4.31 1.57 0.89
C -3.41 1.22 -0.05
C -2.40 0.28 0.23
N -1.51 -0.07 -0.70
C -1.62 0.49 -1.91
C -2.62 1.42 -2.16
N -3.51 1.79 -1.25
H -4.35 1.13 1.79
H -5.04 2.21 0.64
H -2.33 -0.21 1.20
H -0.93 0.19 -2.69
H -2.70 1.87 -3.14
*
```

***

Entry 2:
The following is a DFT calculation (ωB97M-V with the def2-TZVPD basis set) of the molecule C11H10O2.

**HOMO-LUMO gap (spin up / spin down)**: 0.2565 / 0.2244 Ha
**HOMO energy (spin up / spin down)**: -7.7 / -7.1 eV
**F_max**: 0.0784 Eh/bohr
**LUMO (spin up / spin down)**: -0.7 / -1.0 eV
**ΔE to the lowest compared entry with this formula, charge and spin**: 428.4 kJ/mol
**Molar mass**: 174.20 g mol⁻¹

Geometry as ORCA input:
```
! wB97M-V def2-TZVPD RIJCOSX def2/J DEFGRID3
* xyz 0 1
C 2.79 1.15 -0.16
C 2.90 -0.25 -0.33
C 1.55 1.69 0.08
C 1.77 -1.02 -0.26
C 0.39 0.93 0.22
C 0.51 -0.47 0.14
C -0.93 1.61 0.14
C -1.80 0.86 -0.66
C -2.52 0.77 -1.74
C -0.59 -1.26 0.49
C -1.50 -1.29 1.68
O -1.15 2.65 0.77
O -0.75 -2.37 -0.20
H 3.53 1.90 -0.35
H 3.92 -0.72 -0.28
H 1.50 2.85 0.00
H 1.79 -2.08 -0.22
H -3.41 -0.01 -1.79
H -2.55 1.44 -2.53
H -1.38 -0.40 2.48
H -1.25 -2.23 2.20
H -2.50 -1.27 1.39
H -0.33 -2.49 -1.08
*
```

***

Entry 3:
The following is a DFT calculation (ωB97M-V with the def2-TZVPD basis set) of the molecule C11H10O2.

**HOMO-LUMO gap (spin up / spin down)**: 0.2202 / 0.2871 Ha
**HOMO energy (spin up / spin down)**: -5.2 / -8.6 eV
**F_max**: 0.0593 Eh/bohr
**LUMO (spin up / spin down)**: 0.8 / -0.8 eV
**ΔE to the lowest compared entry with this formula, charge and spin**: 296.3 kJ/mol
**Molar mass**: 174.20 g mol⁻¹

Geometry as ORCA input:
```
! wB97M-V def2-TZVPD RIJCOSX def2/J DEFGRID3
* xyz 0 3
C 2.01 -1.62 0.05
C 3.03 -0.69 0.28
C 1.43 1.07 0.07
C 0.71 -1.28 -0.09
C 0.51 0.11 -0.04
C 2.74 0.65 0.38
C -0.47 -2.20 -0.03
C -2.07 2.00 0.01
C -2.72 0.71 -0.46
C -2.39 0.86 1.04
C -1.81 -0.21 0.26
O -1.63 -1.52 0.52
O 3.69 1.67 0.41
H 2.30 -2.66 0.17
H 4.09 -1.00 0.63
H 1.00 2.05 0.03
H -0.68 -2.44 -1.04
H -0.42 -3.10 0.63
H -1.01 2.06 -0.17
H -2.74 2.81 -0.11
H -3.63 0.39 -0.95
H -3.18 0.78 1.74
H 4.64 1.33 0.54
*
```

***

Entry 4:
The following is a DFT calculation (ωB97M-V with the def2-TZVPD basis set) of the molecule C11H10O2S.

**HOMO-LUMO gap**: 0.3452 Ha
**Structure (SMILES)**: C#CCSc1ccccc1OC(C)=O
**HOMO energy**: -9.2 eV
**F_max**: 0.0953 Eh/bohr
**LUMO**: 0.2 eV
**ΔE to the lowest compared entry with this formula, charge and spin**: 397.3 kJ/mol
**Molar mass**: 206.27 g mol⁻¹

Geometry as ORCA input:
```
! wB97M-V def2-TZVPD RIJCOSX def2/J DEFGRID3
* xyz 0 1
C -4.19 -0.94 -0.07
C -3.07 -1.13 -0.53
C -1.65 -1.57 -0.94
S -0.93 -1.06 0.85
C 0.73 -0.77 0.31
C 1.78 -1.76 0.43
C 3.13 -1.35 0.19
C 3.57 -0.18 -0.45
C 2.53 0.74 -0.66
C 1.27 0.37 -0.38
O 0.23 1.19 -0.76
C -0.29 2.11 0.14
C -1.79 2.31 -0.19
O 0.27 2.57 1.12
H -5.05 -0.18 0.21
H -1.56 -2.65 -0.88
H -0.95 -1.14 -1.84
H 1.74 -2.92 0.78
H 3.76 -2.10 0.63
H 4.62 -0.01 -0.63
H 2.96 1.72 -0.87
H -2.48 3.03 0.61
H -2.36 1.39 -0.43
H -1.82 2.71 -1.16
*
```

***

Entry 5:
The following is a DFT calculation (ωB97M-V with the def2-TZVPD basis set) of the molecule C11H10O3.

**HOMO-LUMO gap**: 0.3088 Ha
**Structure (SMILES)**: COC(=O)c1ccccc1/C=C\C=O
**HOMO energy**: -8.8 eV
**F_max**: 0.0939 Eh/bohr
**LUMO**: -0.4 eV
**ΔE to the lowest compared entry with this formula, charge and spin**: 189.0 kJ/mol
**Molar mass**: 190.20 g mol⁻¹

Geometry as ORCA input:
```
! wB97M-V def2-TZVPD RIJCOSX def2/J DEFGRID3
* xyz 0 1
C -2.64 3.21 1.09
O -2.24 2.07 0.25
C -0.99 1.58 0.39
O -0.02 2.21 0.60
C -0.76 0.10 -0.05
C -1.92 -0.69 -0.23
C -1.75 -2.01 -0.77
C -0.44 -2.42 -1.25
C 0.66 -1.71 -0.89
C 0.60 -0.45 -0.33
C 1.84 0.31 0.20
C 3.06 -0.22 0.11
C 3.53 -1.63 -0.06
O 4.51 -1.96 0.63
H -3.69 3.28 0.99
H -2.25 2.94 2.09
H -2.11 4.11 0.79
H -2.81 -0.30 0.28
H -2.57 -2.68 -0.86
H -0.26 -3.39 -1.60
H 1.63 -2.15 -1.27
H 1.56 1.26 0.52
H 3.95 0.57 0.25
H 3.10 -2.06 -0.90
*
```

***

Entry 6:
The following is a DFT calculation (ωB97M-V with the def2-TZVPD basis set) of the molecule C11H10OS3.

**HOMO-LUMO gap**: 0.3371 Ha
**Structure (SMILES)**: O=CCC(S)(c1cccs1)c1cccs1
**HOMO energy**: -8.7 eV
**F_max**: 0.0530 Eh/bohr
**LUMO**: 0.5 eV
**ΔE to the lowest compared entry with this formula, charge and spin**: 0.0 kJ/mol
**Molar mass**: 254.40 g mol⁻¹

Geometry as ORCA input:
```
! wB97M-V def2-TZVPD RIJCOSX def2/J DEFGRID3
* xyz 0 1
O -3.47 -1.94 0.88
C -2.63 -1.24 0.33
C -1.10 -1.42 0.42
C -0.42 0.00 0.48
S -1.24 0.91 1.91
C -0.60 0.65 -0.87
C -0.89 1.96 -1.10
C -0.98 2.23 -2.53
C -0.65 1.11 -3.28
S -0.40 -0.27 -2.31
C 1.00 -0.24 0.74
C 1.62 -1.21 1.50
C 2.95 -0.99 1.76
C 3.41 0.08 1.04
S 2.15 0.94 0.19
H -2.98 -0.51 -0.54
H -1.04 -2.16 1.22
H -0.68 -2.03 -0.39
H -0.43 0.40 2.88
H -1.05 2.75 -0.32
H -1.23 3.25 -2.79
H -0.70 1.13 -4.34
H 1.18 -2.15 1.88
H 3.71 -1.51 2.29
H 4.47 0.27 0.99
*
```

***

Entry 7:
The following is a DFT calculation (ωB97M-V with the def2-TZVPD basis set) of a structure of composition C11H11Br3N2.

**HOMO-LUMO gap**: 0.3676 Ha
**HOMO energy**: -9.5 eV
**F_max**: 0.0674 Eh/bohr
**LUMO**: 0.5 eV
**ΔE to the lowest compared entry with this formula, charge and spin**: 0.0 kJ/mol
**Molar mass**: 410.94 g mol⁻¹

Geometry as ORCA input:
```
! wB97M-V def2-TZVPD RIJCOSX def2/J DEFGRID3
* xyz 0 1
N -0.74 1.34 -0.62
C -0.72 2.59 -0.15
C -0.19 3.66 -0.84
C 0.49 3.46 -2.04
C 0.49 2.14 -2.49
C -0.08 1.11 -1.73
H -1.22 2.76 0.77
H -0.22 4.66 -0.36
H 0.96 4.20 -2.64
H 0.99 1.97 -3.38
H -0.03 0.18 -2.18
N -0.05 -1.55 0.54
C -0.36 -2.04 1.74
C -1.11 -3.20 1.89
C -1.65 -3.84 0.83
C -1.35 -3.33 -0.43
C -0.59 -2.15 -0.51
H 0.09 -1.61 2.66
H -1.24 -3.55 2.96
H -2.18 -4.75 0.93
H -1.58 -3.75 -1.39
H -0.42 -1.94 -1.56
C 2.05 0.69 1.51
Br 3.33 -0.46 2.47
Br 2.88 1.68 0.21
Br 1.13 1.70 2.80
H 1.32 0.02 1.02
*
```

***

Entry 8:
The following is a DFT calculation (ωB97M-V with the def2-TZVPD basis set) of a cluster of 2 separate species, C11H11BrF5IN2O6S in total.

**HOMO-LUMO gap**: 0.1040 Ha
**HOMO energy**: 0.4 eV
**F_max**: 0.1505 Eh/bohr
**LUMO**: 3.3 eV
**Molar mass**: 601.08 g mol⁻¹

Geometry as ORCA input:
```
! wB97M-V def2-TZVPD RIJCOSX def2/J DEFGRID3
* xyz -2 1
C -3.13 1.38 -1.14
C -2.15 0.91 -0.39
C -0.99 0.29 0.54
O -0.60 1.33 1.46
C 0.63 2.00 1.07
I 0.36 3.55 -0.45
C -1.25 -1.17 1.12
N -1.46 -2.09 0.03
C -0.60 -2.37 -1.08
Br -0.94 -1.28 -2.77
C 0.99 -2.58 -0.87
C 1.96 -1.37 -1.26
O -2.45 -1.38 1.94
C -3.07 -0.26 2.47
N -3.58 0.80 2.83
C -0.05 -1.52 2.20
F 1.25 -1.02 1.76
F -0.22 -0.75 3.44
C -0.03 -3.04 2.73
F 1.26 -3.70 2.58
F -0.23 -3.08 4.18
F -1.00 -3.93 2.22
H -3.74 2.12 -1.78
H -0.08 0.19 -0.18
H 1.00 2.55 2.03
H 1.49 1.30 0.76
H -2.41 -2.48 -0.05
H -0.95 -3.42 -1.47
H 1.28 -2.96 0.19
H 1.31 -3.46 -1.57
H 1.49 -0.37 -1.53
H 2.62 -1.67 -2.17
H 2.73 -1.15 -0.41
O 2.72 6.86 -4.03
S 2.12 5.73 -3.28
O 2.84 5.54 -2.01
O 2.20 4.49 -4.09
O 0.69 6.04 -3.00
*
```

***

Entry 9:
The following is a DFT calculation (ωB97M-V with the def2-TZVPD basis set) of a structure of composition C11H11ClN2O2Pb.

**HOMO-LUMO gap (spin up / spin down)**: 0.1731 / 0.2292 Ha
**HOMO energy (spin up / spin down)**: -16.0 / -16.0 eV
**F_max**: 0.1023 Eh/bohr
**LUMO (spin up / spin down)**: -11.3 / -9.8 eV
**ΔE to the lowest compared entry with this formula, charge and spin**: 0.0 kJ/mol
**Molar mass**: 445.87 g mol⁻¹

Geometry as ORCA input:
```
! wB97M-V def2-TZVPD RIJCOSX def2/J DEFGRID3
* xyz 2 1
Cl 0.28 -0.72 -3.98
C 1.43 1.77 0.21
C 0.24 2.16 0.88
C -0.73 2.51 -0.08
H 0.13 2.25 1.96
C -0.15 2.34 -1.38
C 1.20 1.88 -1.19
H 1.94 1.78 -1.98
H 2.37 1.54 0.68
H -1.71 2.96 0.10
C -0.81 2.54 -2.68
Pb -0.48 -0.38 -0.98
C -3.12 -0.84 -0.04
O -4.04 -1.36 0.40
C 0.85 -2.08 -2.37
O 1.28 -3.12 -2.66
H -1.89 2.38 -2.58
H -0.40 1.85 -3.42
H -0.68 3.56 -3.07
N 0.31 -3.26 2.62
C 0.92 -2.25 3.37
C 0.84 -1.14 2.59
N 0.20 -1.46 1.37
C -0.11 -2.75 1.44
H 0.21 -4.23 2.93
H 1.34 -2.42 4.36
H 1.20 -0.15 2.83
H -0.61 -3.36 0.69
*
```

***

Entry 10:
The following is a DFT calculation (ωB97M-V with the def2-TZVPD basis set) of the molecule C11H11F3N2O2S.

**HOMO-LUMO gap**: 0.3485 Ha
**Structure (SMILES)**: C[C@H](Sc1cccc(C(F)(F)F)c1)C(=O)NC(N)=O
**HOMO energy**: -9.2 eV
**F_max**: 0.0108 Eh/bohr
**LUMO**: 0.3 eV
**ΔE to the lowest compared entry with this formula, charge and spin**: 14.9 kJ/mol
**Molar mass**: 292.28 g mol⁻¹

Geometry as ORCA input:
```
! wB97M-V def2-TZVPD RIJCOSX def2/J DEFGRID3
* xyz 0 1
C -1.88 -0.39 1.82
C -0.56 -1.13 1.62
S -0.04 -1.04 -0.15
C 0.78 0.53 -0.19
C 1.80 0.84 0.70
C 2.43 2.07 0.63
C 2.06 2.99 -0.34
C 1.05 2.66 -1.24
C 0.68 3.67 -2.29
F -0.29 3.25 -3.11
F 0.26 4.83 -1.75
F 1.73 3.99 -3.07
C 0.40 1.44 -1.17
C -0.67 -2.59 2.03
O -0.10 -3.01 3.02
N -1.46 -3.34 1.22
C -1.79 -4.72 1.32
N -1.24 -5.34 2.37
O -2.51 -5.21 0.49
H -1.76 0.66 1.55
H -2.67 -0.82 1.21
H -2.18 -0.45 2.87
H 0.23 -0.67 2.22
H 2.11 0.12 1.44
H 3.22 2.31 1.32
H 2.55 3.95 -0.41
H -0.38 1.19 -1.87
H -1.86 -2.90 0.39
H -1.43 -6.32 2.50
H -0.64 -4.83 3.01
*
```

***

Entry 11:
The following is a DFT calculation (ωB97M-V with the def2-TZVPD basis set) of the ion C11H11N2O with charge +1.

**HOMO-LUMO gap**: 0.2812 Ha
**Structure (SMILES)**: Nc1cc(CC=O)c2cc[nH+]cc2c1
**HOMO energy**: -12.0 eV
**F_max**: 0.0109 Eh/bohr
**LUMO**: -4.4 eV
**ΔE to the lowest compared entry with this formula, charge and spin**: 0.0 kJ/mol
**Molar mass**: 187.22 g mol⁻¹

Geometry as ORCA input:
```
! wB97M-V def2-TZVPD RIJCOSX def2/J DEFGRID3
* xyz 1 1
N 1.28 -3.36 -0.46
C 0.92 -2.05 -0.22
C -0.41 -1.77 0.18
C -0.89 -0.51 0.37
C -2.34 -0.32 0.75
C -3.14 0.08 -0.49
O -3.04 1.17 -0.98
C -0.01 0.59 0.19
C -0.37 1.93 0.40
C 0.52 2.93 0.22
N 1.79 2.62 -0.16
C 2.21 1.38 -0.35
C 1.33 0.31 -0.19
C 1.78 -1.00 -0.40
H 2.27 -3.54 -0.36
H 0.75 -4.04 0.06
H -1.09 -2.60 0.33
H -2.73 -1.24 1.17
H -2.46 0.47 1.49
H -3.78 -0.69 -0.95
H -1.38 2.19 0.66
H 0.28 3.97 0.36
H 2.45 3.38 -0.29
H 3.23 1.25 -0.65
H 2.81 -1.17 -0.69
*
```

***

Entry 12:
The following is a DFT calculation (ωB97M-V with the def2-TZVPD basis set) of the molecule C11H11N3.

**HOMO-LUMO gap**: 0.3058 Ha
**Structure (SMILES)**: [H]/N=C(\N)Nc1ccc2ccccc2c1
**HOMO energy**: -7.7 eV
**F_max**: 0.0913 Eh/bohr
**LUMO**: 0.6 eV
**ΔE to the lowest compared entry with this formula, charge and spin**: 96.7 kJ/mol
**Molar mass**: 185.23 g mol⁻¹

Geometry as ORCA input:
```
! wB97M-V def2-TZVPD RIJCOSX def2/J DEFGRID3
* xyz 0 1
H 4.49 1.56 0.23
N 3.50 1.33 -0.04
C 3.47 0.02 0.01
N 4.58 -0.84 0.08
N 2.28 -0.64 -0.21
C 0.99 -0.21 -0.16
C 0.66 1.22 -0.17
C -0.66 1.64 -0.09
C -1.68 0.70 0.03
C -2.95 1.27 0.03
C -4.07 0.49 0.10
C -3.87 -0.92 -0.03
C -2.61 -1.47 -0.03
C -1.44 -0.72 0.03
C -0.08 -1.09 -0.16
H 5.35 -0.34 0.46
H 4.37 -1.74 0.57
H 2.17 -1.68 -0.22
H 1.42 1.94 -0.27
H -0.77 2.66 0.04
H -2.84 2.41 -0.02
H -5.16 0.70 0.07
H -4.75 -1.53 -0.01
H -2.57 -2.60 -0.10
H 0.17 -2.16 -0.14
*
```